No. 1
Formula: H18O9
Source: OMol25
Level of theory: wB97M-V/def2-TZVPD

Output
Energy, hartree: -687.5977
Energy relative to the best compared isomer or geometry (same formula, charge and spin), kJ/mol: 1124.0
Molecular weight, Da: 162.14
Orbital gap, eV: 9.283

Structure (XYZ):
```
27
Properties=species:S:1:pos:R:3:forces:R:3:mulliken_charge:R:1
O -1.462 -1.465 -1.252 -0.69 -1.38 -1.05 -0.7696
H -1.703 -1.309 -0.339 -0.42 -0.09 -0.33 0.4637
H -1.399 -0.591 -1.637 -0.31 0.10 -0.05 0.4036
O 2.963 0.418 -1.172 3.33 0.87 0.54 -0.7052
H 2.107 0.377 -1.598 1.04 0.43 0.55 0.5089
H 3.446 -0.327 -1.531 0.42 -0.08 0.14 0.2421
O -0.250 0.162 0.089 2.36 0.83 0.59 -0.8349
H 0.333 -0.005 -0.652 -0.46 0.61 1.10 0.5038
H 0.026 1.015 0.423 0.90 -0.24 0.85 0.3292
O 0.592 -1.083 1.755 0.56 -1.95 1.51 -0.6306
H 0.366 -0.846 2.654 0.21 0.26 0.36 0.2809
H -0.188 -0.863 1.246 0.56 0.04 0.34 0.3266
O 0.881 -0.078 -1.651 -0.53 3.41 -8.34 -0.7519
H 0.858 0.050 -2.600 -0.56 0.51 -0.53 0.3800
H 0.928 -1.027 -1.538 1.27 -2.12 0.85 0.1742
O 0.122 1.521 2.798 2.83 -1.79 5.36 -0.7191
H -0.158 2.071 3.530 0.18 -0.04 0.42 0.2146
H -0.365 1.857 2.045 1.16 0.12 1.98 0.4691
O -0.896 2.078 1.107 -2.70 6.08 -5.89 -0.7962
H -1.656 1.556 0.849 -1.95 -0.74 0.72 0.3890
H -0.769 2.692 0.384 0.18 0.89 0.04 0.3151
O 0.908 -2.203 -1.104 2.05 -2.91 0.33 -0.6433
H -0.034 -2.033 -1.105 -2.00 -0.74 0.21 0.5017
H 1.110 -2.440 -2.010 0.14 -1.26 -0.30 0.3543
O -2.249 0.366 0.404 -8.46 -0.31 1.33 -0.9004
H -2.092 -0.398 0.958 -0.29 0.39 0.68 0.3746
H -1.419 0.506 -0.052 1.16 -0.90 -1.40 0.5200
```
Positions in Å, forces in eV/Å.

***

No. 2
Formula: C24H18CoN6O2S
Source: OMol25
Level of theory: wB97M-V/def2-TZVPD

Output
Energy, hartree: -3185.4436
Spin multiplicity: 2
Molecular weight, Da: 513.45
Orbital gap (alpha / beta), eV: 5.332 / 5.443

Structure (XYZ):
```
52
Properties=species:S:1:pos:R:3:forces:R:3:mulliken_charge:R:1
Co -0.001 0.020 -0.043 0.44 0.60 -0.46 -1.0959
O 1.123 -3.685 -0.853 0.53 -0.19 -0.08 -0.7901
C 1.019 -2.490 -0.616 -1.61 0.26 0.08 0.6189
N -0.109 -1.788 -0.350 1.71 -0.85 -0.19 0.1064
C -1.363 -2.329 -0.228 -1.41 -0.27 0.12 0.3055
C -1.707 -3.681 -0.220 0.29 0.38 0.02 -0.6957
C -3.036 -4.022 -0.074 -0.55 0.11 0.09 -0.5970
C -4.024 -3.046 0.036 0.12 -0.53 -0.04 -0.5706
C -3.704 -1.703 0.047 0.35 0.32 0.04 -0.7745
C -2.363 -1.332 -0.059 -0.26 -1.39 -0.03 0.4705
N -1.834 -0.065 -0.032 -1.02 1.74 0.17 0.5214
C -2.526 1.058 0.276 0.31 -1.69 -0.25 0.9570
O -3.704 1.159 0.591 -0.25 0.53 0.07 -0.7941
C -1.613 2.232 0.188 0.37 0.57 -0.22 -0.2878
C -2.084 3.515 0.440 0.00 -0.20 -0.04 -0.5755
C -1.219 4.585 0.330 0.46 -0.23 -0.22 -0.3713
C 0.087 4.330 -0.084 -0.38 0.20 0.05 -0.9080
C 0.474 3.025 -0.323 0.20 -0.07 -0.09 -0.0602
N -0.328 1.971 -0.159 -0.57 0.84 0.42 0.1804
C 2.187 -1.575 -0.517 0.54 0.34 0.03 0.3519
C 3.480 -2.069 -0.611 -0.16 0.04 -0.03 -0.8128
C 4.544 -1.231 -0.345 -0.26 0.44 0.13 -0.2846
C 4.261 0.080 0.033 0.17 -0.29 -0.07 -1.0582
C 2.945 0.502 0.072 0.02 0.21 0.03 0.1237
N 1.906 -0.282 -0.221 1.09 -0.63 0.01 0.2704
H -0.936 -4.427 -0.307 0.00 -0.04 -0.06 0.4643
H -3.310 -5.064 -0.028 -0.07 -0.15 -0.07 0.3840
H -5.058 -3.341 0.122 -0.12 -0.05 0.04 0.3843
H -4.460 -0.945 0.162 -0.04 0.03 -0.01 0.4777
H -3.123 3.629 0.712 -0.04 -0.07 0.03 0.5076
H -1.548 5.592 0.529 -0.05 0.13 0.03 0.4477
H 0.789 5.136 -0.240 0.06 -0.01 0.01 0.4260
H 1.472 2.824 -0.686 0.05 -0.09 0.07 0.5632
H 3.606 -3.111 -0.864 -0.06 -0.06 0.00 0.5054
H 5.562 -1.583 -0.399 0.11 -0.05 0.00 0.4367
H 5.051 0.761 0.316 -0.02 0.06 -0.06 0.4104
H 2.715 1.512 0.380 -0.06 0.04 0.00 0.4763
N -0.258 0.740 7.134 -0.22 -0.36 -1.04 -0.3575
C 0.172 -0.290 6.342 0.82 -1.15 4.13 0.4054
S 0.860 -1.615 7.143 -0.54 0.92 -0.73 -0.3597
C 0.110 -0.211 4.932 -0.27 0.47 -3.74 1.1201
C -0.467 0.886 4.237 0.46 -0.89 1.42 -1.1296
C -0.420 0.936 2.874 0.28 -0.39 -1.07 -0.3579
N 0.138 -0.010 2.094 -0.03 0.00 1.31 0.5183
C 0.642 -1.086 2.741 -0.25 0.72 -1.04 -0.3380
C 0.649 -1.227 4.097 -0.33 0.62 1.47 -0.8780
H -0.344 0.536 8.117 0.14 -0.03 -0.05 0.2264
H -0.877 1.443 6.768 0.03 0.06 -0.03 0.1919
H -0.946 1.704 4.755 0.03 0.04 0.04 0.2561
H -0.852 1.791 2.376 0.02 -0.01 -0.09 0.2583
H 1.068 -1.864 2.124 -0.03 -0.03 -0.17 0.3239
H 1.083 -2.111 4.541 -0.01 0.04 0.07 0.4071
```
Positions in Å, forces in eV/Å.

***

No. 3
Formula: C4H5O4Pm
Source: OMol25
Level of theory: wB97M-V/def2-TZVPD

Output
Energy, hartree: -1064.0316
Spin multiplicity: 5
Charge: +2
Molecular weight, Da: 262.08
Orbital gap (alpha / beta), eV: 8.710 / 9.172

Structure (XYZ):
```
14
Properties=species:S:1:pos:R:3:forces:R:3:mulliken_charge:R:1
O 2.856 -0.844 0.153 -0.60 0.70 -0.28 -0.5650
C 2.129 -1.727 -0.290 1.64 -3.94 0.53 0.9114
O 2.000 -2.882 -0.483 -0.94 3.74 -0.03 -0.2380
O 0.643 -0.435 -0.662 1.13 1.47 0.67 -0.7526
C -0.695 -0.755 -0.633 -0.57 -0.61 0.26 -0.4229
C -1.540 -0.061 0.377 -0.43 -0.10 -0.66 0.2592
O -1.379 1.053 0.901 0.03 0.03 0.37 -0.1696
C -0.302 2.045 0.618 -0.30 -0.20 -0.06 -1.1594
Pm 1.924 1.274 0.240 -0.29 -1.45 -0.81 2.0734
H -0.832 -1.833 -0.413 0.01 0.25 -0.23 0.3722
H -1.213 -0.578 -1.600 0.06 -0.08 0.16 0.3780
H -2.487 -0.548 0.643 0.19 0.11 0.10 0.4534
H -0.436 2.751 1.445 -0.02 -0.01 -0.15 0.4053
H -0.668 2.540 -0.295 0.09 0.08 0.13 0.4548
```
Positions in Å, forces in eV/Å.